# C38H43FN6O5Zr

A molecular structure, C38H43FN6O5Zr (the ωB97M-V functional and the def2-TZVPD basis, the OMol25 dataset).

```
94
Properties=species:S:1:pos:R:3:forces:R:3:lowdin_charge:R:1
Zr -1.849 1.565 -0.977 0.0 -0.6 0.5 1.959
C -0.165 4.363 -1.901 0.1 0.0 0.0 -0.077
N 0.169 3.108 -1.177 -0.3 0.0 -0.1 -0.261
C 1.188 2.372 -1.976 0.1 0.0 0.1 -0.189
C 0.817 2.118 -3.443 0.1 0.1 -0.1 -0.155
C -0.254 1.084 -3.781 -0.1 -0.1 0.0 -0.176
N -1.549 1.322 -3.154 0.0 0.2 0.4 -0.113
C -2.662 1.065 -3.745 -0.2 0.0 -0.1 -0.060
C -4.035 0.981 -3.227 0.1 0.0 -0.2 -0.113
C -4.954 0.702 -4.264 -0.2 0.0 0.1 -0.034
C -6.298 0.504 -4.042 0.2 0.0 -0.2 -0.071
C -6.771 0.564 -2.739 -0.1 0.0 0.3 -0.048
C -5.917 0.831 -1.688 -0.1 0.0 -0.2 0.007
C -4.554 1.056 -1.891 0.2 0.1 0.2 -0.302
O -3.836 1.330 -0.796 0.1 -0.2 -0.4 -0.248
C 0.725 3.564 0.143 0.0 0.1 -0.1 -0.169
C 0.679 2.610 1.332 0.1 0.0 0.0 -0.153
C -0.713 2.371 1.960 -0.1 0.1 0.0 -0.178
N -1.780 2.656 0.998 0.1 -0.1 -0.2 -0.103
C -2.644 3.573 1.290 -0.1 0.0 0.0 -0.055
C -3.603 4.193 0.422 0.0 0.0 0.1 -0.139
C -4.569 5.021 1.027 -0.1 0.1 -0.1 -0.025
C -5.488 5.704 0.268 0.1 0.0 0.2 -0.070
C -5.431 5.598 -1.123 0.0 0.0 -0.2 -0.044
C -4.479 4.821 -1.752 -0.1 0.1 0.2 0.013
C -3.554 4.097 -0.992 0.0 -0.1 0.1 -0.327
O -2.633 3.372 -1.590 0.3 0.0 0.0 -0.262
H 0.755 4.926 -2.099 0.0 0.0 0.0 0.113
H -0.831 4.964 -1.292 0.0 0.0 0.0 0.089
H -0.683 4.157 -2.829 0.0 0.0 0.0 0.080
H 1.402 1.435 -1.460 0.0 0.0 -0.1 0.101
H 2.113 2.966 -1.974 0.0 0.0 0.0 0.126
H 1.734 1.771 -3.927 0.0 0.0 0.0 0.126
H 0.587 3.061 -3.936 0.0 0.0 0.0 0.107
H 0.073 0.094 -3.438 0.0 0.0 0.0 0.129
H -0.374 1.025 -4.867 0.0 0.0 0.0 0.129
H -2.603 0.839 -4.813 0.0 0.0 0.0 0.136
H -4.575 0.635 -5.276 0.0 0.0 0.0 0.113
H -6.965 0.294 -4.865 0.0 0.0 0.0 0.110
H -7.821 0.400 -2.535 0.0 0.0 0.0 0.116
H -6.286 0.885 -0.673 0.0 0.0 0.0 0.125
H 0.175 4.469 0.403 0.0 0.0 0.0 0.121
H 1.762 3.877 -0.027 0.0 0.0 0.0 0.129
H 1.330 3.036 2.099 0.0 0.0 0.0 0.123
H 1.105 1.659 1.049 0.0 0.0 0.0 0.049
H -0.862 3.011 2.834 0.1 0.0 0.0 0.117
H -0.794 1.333 2.290 0.0 0.0 0.0 0.116
H -2.642 3.946 2.319 0.0 0.1 0.0 0.139
H -4.584 5.107 2.107 0.0 0.0 0.0 0.118
H -6.237 6.326 0.737 0.0 0.0 0.0 0.110
H -6.146 6.141 -1.728 0.0 0.0 0.0 0.116
H -4.438 4.745 -2.830 0.0 0.0 0.0 0.124
F 4.672 -0.319 1.746 0.0 0.1 -0.1 0.077
C 3.656 -1.176 1.530 -0.1 0.0 0.1 -0.182
C 2.504 -0.699 0.974 0.0 -0.1 0.0 0.091
C 1.438 -1.563 0.693 0.0 0.0 0.0 -0.029
C 0.212 -1.051 0.062 0.2 0.0 0.1 -0.254
O 0.081 0.193 -0.114 -0.4 0.2 -0.1 -0.109
C -0.715 -2.048 -0.321 -0.1 -0.2 0.0 -0.015
C -0.491 -3.359 0.006 -0.1 0.0 0.0 0.067
N 0.568 -3.809 0.689 0.1 0.1 0.0 0.020
C 0.692 -5.225 0.974 0.0 0.0 0.0 -0.257
C 0.605 -5.682 2.403 0.0 0.0 -0.1 -0.086
C -0.518 -5.966 1.448 0.1 0.0 0.0 -0.067
C 1.592 -2.924 1.001 0.0 -0.1 0.0 -0.101
C 2.767 -3.385 1.612 0.0 0.1 -0.1 0.073
C 3.819 -2.528 1.875 0.0 0.0 0.0 -0.137
N 4.999 -3.039 2.465 0.0 -0.1 0.0 -0.100
C 5.913 -2.152 3.174 0.1 0.1 0.1 -0.131
C 6.941 -3.016 3.920 0.0 -0.1 0.1 -0.067
N 6.362 -4.388 4.112 0.0 0.0 -0.1 0.056
C 6.228 -5.103 2.787 0.0 0.0 0.2 -0.064
C 5.725 -4.085 1.757 0.0 0.0 -0.1 -0.118
C -1.944 -1.758 -1.135 0.1 0.2 -0.1 -0.555
O -2.599 -2.660 -1.605 0.0 -0.1 0.1 0.105
O -2.163 -0.495 -1.287 0.0 0.1 0.0 -0.178
H 2.440 0.346 0.712 0.0 0.0 0.0 0.120
H -1.221 -4.097 -0.302 0.0 0.0 0.0 0.157
H 1.374 -5.738 0.306 0.0 0.0 0.0 0.159
H 0.424 -4.919 3.147 0.0 0.0 0.0 0.116
H 1.243 -6.499 2.711 0.0 0.0 0.0 0.107
H -1.430 -5.406 1.592 0.0 0.0 0.0 0.116
H -0.650 -6.973 1.082 0.0 0.0 0.0 0.118
H 2.849 -4.426 1.890 0.0 0.0 0.0 0.117
H 5.343 -1.546 3.878 0.0 0.0 0.0 0.141
H 6.463 -1.474 2.516 0.0 0.0 0.0 0.133
H 7.194 -2.612 4.897 0.0 0.0 0.0 0.142
H 7.859 -3.159 3.351 0.0 0.0 0.0 0.140
H 5.429 -4.290 4.515 0.0 0.0 0.0 0.184
H 6.926 -4.937 4.760 0.0 0.0 0.0 0.188
H 5.533 -5.925 2.949 0.0 0.0 -0.1 0.136
H 7.209 -5.505 2.542 0.0 0.0 -0.1 0.140
H 5.073 -4.581 1.043 0.0 0.0 0.0 0.133
H 6.566 -3.667 1.190 0.0 0.0 0.0 0.141
```
Positions in Å, forces in eV/Å.

Computed properties:
calculated total energy	-2325.1817	Eh
charge	+2
2S+1	1
HOMO-LUMO gap	0.2481	Ha
E_LUMO	-4.9583	eV
HOMO energy	-11.709	eV